Here is a molecular structure, C21H33O16Rb2 from the Open Molecules 2025 dataset. Energies are from the ωB97M-V functional and the def2-TZVPD basis.

Geometry as XYZ:
```
72
Properties=species:S:1:pos:R:3:forces:R:3:lowdin_charge:R:1
C -2.477498 12.991912 6.640420 -0.1235 -0.7392 0.2314 -0.009
C -1.885990 14.130891 7.424732 0.4257 -0.0802 0.0643 -0.278
O 1.411276 10.612158 8.210747 -0.2069 1.0757 -0.2050 0.084
H -2.433497 5.306062 9.526720 0.2175 -0.1063 -0.0464 0.091
H -1.627867 10.035469 5.195871 0.4185 -0.1993 -0.7013 0.084
O -3.255189 10.986917 10.159812 -0.8827 -0.2315 0.8255 -0.666
H -0.190977 5.385843 13.066158 -0.1209 -0.5272 0.5015 0.136
C -0.876362 8.077669 5.855281 0.1686 1.4513 -0.8721 -0.280
H -2.733555 12.133905 7.272495 -0.1086 0.2905 0.3277 0.069
C -1.004955 6.768863 3.995899 0.7852 -0.7790 -1.2375 -0.570
O -0.644482 13.718626 8.026254 -0.0571 -0.2265 -0.6526 0.100
H -0.832304 4.162578 11.095452 0.0570 -0.0425 0.1588 0.157
Rb -5.985382 12.059405 9.967966 0.4914 -0.1369 -0.4075 0.867
C -0.820950 9.615984 5.799756 -1.0376 -0.5108 1.3932 -0.012
H -8.445202 8.691743 13.348171 -0.0761 -0.0394 0.0590 0.134
O -2.709828 3.955527 11.874808 -0.2625 -0.5929 -0.8961 0.089
H -0.379491 7.712821 6.754676 0.3254 -0.1823 -0.2621 0.148
H -2.224459 9.214495 9.734622 -0.1221 -0.2774 -0.0733 0.041
O -0.713766 6.219244 2.976049 -0.1333 0.3766 0.5446 0.169
H -0.269387 11.075769 9.286815 0.0711 0.2052 -0.0681 0.118
C -8.200337 8.165593 12.429329 -0.1431 -0.4657 -0.6522 -0.091
C 1.878293 9.380243 8.089263 0.7119 -0.7972 -0.1166 -0.586
O -7.468784 5.963271 12.223771 0.5081 -0.1818 0.1560 0.116
H -5.068907 6.816453 11.619550 0.1244 0.0983 0.2012 0.082
H 2.374235 10.062234 11.556874 0.4114 -0.5018 -0.1065 0.095
C -2.086250 5.786193 10.437440 0.1157 0.2161 0.7423 -0.011
H -1.127693 9.976026 6.793000 0.5096 0.0593 0.1045 0.059
H -3.492767 13.938286 8.885847 0.2894 -0.4080 0.3851 0.098
H -0.141616 8.970918 10.217309 0.0051 -0.0429 -0.1527 0.115
H 1.249970 11.604826 10.036192 0.1855 0.0000 -0.1984 0.129
O 0.432458 14.063874 9.944572 -0.3834 0.1221 0.0972 0.166
H -6.643287 7.280434 13.579667 0.0916 -0.4815 0.0279 0.154
H -5.377720 8.557722 11.956117 0.0932 -0.0511 -0.1089 0.039
C -1.259961 5.435325 12.864259 0.1462 0.6706 -1.2920 -0.094
C -0.547962 14.164955 9.273344 0.8491 -0.4776 0.3188 -0.577
H -1.271750 6.487527 10.242165 0.0991 -0.1638 -0.3069 0.078
C -3.069594 9.816342 9.377603 -0.3630 1.7639 0.4319 -0.339
Rb -3.755458 10.810264 13.033709 0.6110 -0.0305 -0.3817 0.866
H -3.380483 13.308278 6.117800 0.0950 0.0495 -0.1634 0.095
C -1.625088 4.787954 11.506349 -0.2569 0.5526 -0.2707 -0.290
H -1.756355 12.561692 5.945314 -0.0044 0.4484 -0.2594 0.090
O -1.709438 14.700186 9.680221 -0.6719 0.4434 0.4657 0.086
C 0.776217 10.812304 9.458929 -0.7575 -0.3796 0.5689 -0.074
C 1.521477 9.387926 11.513324 -1.1531 0.7893 -0.0568 -0.008
O -0.217285 7.628904 4.657001 -0.0231 -0.2108 0.5140 0.100
O 2.462528 8.959710 7.140393 -0.3101 0.0326 0.2017 0.173
H 1.682602 8.365614 11.843629 0.4838 0.0134 -0.1567 0.084
O -9.247467 7.271763 12.075461 -0.2257 0.4086 0.1851 0.077
H -2.905857 6.402873 10.820010 -0.0515 -0.1682 0.0989 0.064
C 0.846419 9.430158 10.140585 0.7359 -0.0651 0.3907 -0.300
C -2.272336 7.488161 5.709386 -0.5521 0.1766 0.8569 -0.107
H -3.047073 8.242614 5.532655 0.2104 0.0458 -0.5194 0.128
H -2.614414 7.000505 6.625995 0.2406 -0.4348 -0.1779 0.126
H 0.818060 9.817912 12.237590 -0.0769 -0.0072 -0.0312 0.079
H -1.628567 14.946257 6.747575 -0.1357 0.1262 0.0552 0.160
O 1.629532 8.666931 9.215414 -0.2045 -0.2760 -0.0739 0.079
C -2.671988 14.620257 8.652524 -0.5372 0.1359 -1.0238 -0.093
H 0.176717 9.965777 5.560430 -0.0315 0.1059 -0.1001 0.095
H -3.153803 15.578907 8.458383 0.3583 0.2296 0.2206 0.137
H -8.071504 8.874912 11.606858 -0.0845 0.1432 0.0294 0.121
C -5.813451 7.609995 11.625198 -0.6816 -0.3353 -0.0205 -0.006
H -2.846509 10.153799 8.355162 0.0465 -0.5545 -0.2006 0.038
H -4.000468 9.228015 9.363451 0.2323 -0.4864 -0.2086 0.047
O -2.165486 6.574325 4.635046 -0.7993 0.0962 0.4787 0.086
O -2.103360 4.798615 13.797132 0.7300 0.2568 0.9369 0.080
H -6.170632 7.703735 10.597485 0.0337 0.1486 -0.0209 0.100
O -3.614014 3.122079 13.729401 -0.0630 0.1222 0.3974 0.190
H -1.488255 6.502095 12.809944 -0.2436 0.0806 0.2399 0.116
C -8.780465 6.003018 11.942400 -0.3737 0.1093 -0.3629 -0.552
O -9.427749 5.087206 11.585090 -0.1906 -0.2237 0.0604 0.210
C -6.983683 7.241825 12.541826 0.8733 0.8109 0.4420 -0.322
C -2.871531 3.873844 13.198281 -0.3024 -0.2404 -0.3286 -0.578
```
Forces are in eV/Å.

As for the total charge: +1. As for the spin multiplicity: 1.

=====

Here is a molecular structure, C21H34CuN3O3P from the Open Molecules 2025 dataset. Energies are from the ωB97M-V functional and the def2-TZVPD basis.

Geometry as XYZ:
```
63
Properties=species:S:1:pos:R:3:forces:R:3:nbo_charge:R:1
H 2.641867 -1.088181 4.007572 -0.1675 -0.0270 0.0315 0.217
H 1.211204 3.963208 -2.722411 0.0976 -0.4855 0.2754 0.189
C -2.554902 -0.447893 -3.818791 0.2992 0.0090 0.5173 -0.229
H 2.605706 -2.132070 1.951530 -0.2071 -0.1499 0.2432 0.217
H 1.043018 1.169706 -4.577796 -0.1696 -0.3297 0.4874 0.210
H 3.049532 3.506704 -1.502916 0.1961 0.1956 -0.2178 0.178
C 1.869284 -2.552195 2.655054 0.1356 -0.4210 -0.7043 -0.381
H -0.574416 2.880410 1.165652 1.6071 -1.7095 -0.9166 -0.023
H -4.055123 -0.313220 -2.225429 0.4596 0.0570 -0.4181 0.202
C -2.126166 0.386468 -1.546456 -0.6998 -0.3542 -0.3249 -0.086
H -1.842041 0.681048 2.695941 -0.6362 0.1762 0.0816 0.285
O 2.558001 -1.227065 -1.286927 -0.9089 0.0677 0.6898 -0.658
C -2.184988 3.665821 0.048991 -0.3668 -0.2083 0.0828 -0.943
H 2.116490 3.373941 -0.002895 -0.2035 0.4373 0.4369 0.199
C 0.985597 -3.768717 0.668877 0.7256 -0.0913 -1.0219 0.725
H 2.196623 -3.574067 -1.003180 0.1052 -0.4494 -0.3120 0.421
H -2.205106 3.661821 -1.057092 -0.4291 -0.1160 0.5821 0.262
C -0.756679 0.554454 -1.816554 -1.3891 0.5139 -0.0688 -0.421
C 1.738170 -1.662174 -0.476322 -0.1172 -1.4497 0.7832 0.803
H -2.893243 2.255460 2.778269 -0.0565 -0.6169 0.4078 0.236
H 0.930865 -0.840028 3.624251 0.0973 -0.1161 0.0747 0.211
N 1.658306 -3.066113 -0.333525 -0.1811 0.5523 0.4864 -0.682
H 2.656287 2.084937 -3.312464 -0.2762 0.0430 0.4275 0.182
C -2.708351 0.758848 -0.171546 0.0555 -1.3736 -1.0944 -0.728
H -0.142814 2.858411 -2.894509 -0.1968 -0.4691 -0.1437 0.225
C 0.577496 3.228753 -2.187604 0.7177 -0.2796 0.2649 -0.417
C 0.019112 -1.600913 1.182885 -1.0278 0.2607 0.3342 0.729
H 1.581554 -0.354215 -3.872249 -0.1695 0.5863 0.2441 0.241
H -1.265017 -3.958804 1.927125 0.1898 -0.0062 0.1343 0.220
C -0.313410 0.328928 -3.136506 -0.7262 -0.7524 -0.3621 0.024
C -0.484576 -3.660343 2.640574 0.2160 -0.2800 -0.4682 -0.389
N 1.389945 2.131340 -1.535975 2.5205 2.7247 -2.5724 -0.523
H -0.822088 -0.463986 -5.120004 -0.1643 0.2615 0.5066 0.207
H -2.724627 -0.154755 0.461058 0.0445 0.7040 -0.1835 0.295
H -1.728416 -2.124201 3.466317 0.1503 -0.1263 0.2511 0.227
C 2.521112 2.833535 -0.836117 -0.3039 -0.9787 -0.0729 -0.418
C -1.959664 1.754873 2.509020 0.2150 0.5009 -0.6317 -0.950
H -0.433760 -2.660060 4.571446 -0.2784 -0.0822 -0.0524 0.197
O 0.821506 -4.965442 0.549322 0.0247 0.5680 0.5609 -0.571
H -1.839162 -3.695969 4.274389 0.0813 0.1051 0.0386 0.208
H -3.140847 3.897435 0.527055 -0.0565 0.4116 -0.5231 0.236
O -1.110994 -1.169741 1.491567 1.9548 -0.2891 -0.3861 -0.664
H 0.043047 3.767288 -1.438129 -0.3365 0.3662 0.6674 0.193
H 3.201824 2.066322 -0.433181 -0.1654 0.3836 -0.2609 0.218
N 0.832995 -0.964376 0.285276 0.9982 -0.7954 0.2672 -0.829
C -1.147586 -2.983970 3.812438 -0.4017 0.2917 0.3214 -0.613
Cu 0.696848 0.753641 -0.406968 -1.9023 0.6187 -0.0141 0.917
H 2.273002 -3.517537 2.998676 -0.0401 0.2651 -0.0689 0.217
C 0.580480 -2.880210 1.844377 -0.7276 -0.2396 -0.1826 -0.248
C 2.053739 1.394768 -2.689402 -0.2110 -0.3006 0.2878 -0.246
H -1.390515 4.373117 0.353584 -0.7679 -0.1968 -0.1166 0.234
H 1.433847 -2.140681 4.740531 0.0016 0.2366 -0.1605 0.208
P -1.661406 2.009794 0.697462 1.2184 1.0546 0.1966 1.103
H 2.720755 0.674249 -2.235115 0.1902 0.0798 0.1040 0.253
C 1.692250 -1.602737 3.823797 0.2467 0.2451 0.2984 -0.613
C 1.101342 0.616708 -3.614383 0.0930 -0.0557 -0.5974 -0.473
C -3.007028 -0.152641 -2.523113 0.1422 0.4743 0.5375 -0.222
H -0.008132 -4.589099 2.977577 -0.0436 0.1011 -0.1480 0.217
H -1.104742 2.248280 2.998631 -0.5854 -0.1125 -0.0268 0.236
C -1.204267 -0.223076 -4.114764 0.1001 0.3947 0.5646 -0.237
H -3.259084 -0.839066 -4.570186 0.5155 0.1657 0.4186 0.216
H 3.591467 0.353429 0.019450 0.0313 -0.1165 0.1533 -0.032
H -3.744124 1.139849 -0.286184 0.4829 0.1267 0.2912 0.241
```
Forces are in eV/Å.

As for the total charge: 0. As for the spin multiplicity: 2.

=====

Here is a molecular structure, C21H34GeN12O2SiTc from the Open Molecules 2025 dataset. Energies are from the ωB97M-V functional and the def2-TZVPD basis.

Geometry as XYZ:
```
72
Properties=species:S:1:pos:R:3:forces:R:3:lowdin_charge:R:1
H 3.339648 1.922574 -2.730136 0.0455 0.0026 -0.0206 0.020
N 1.237491 2.490470 3.025233 -0.1884 -0.3426 0.0276 0.086
C -0.681180 -2.998217 -1.255362 -0.0450 -0.0012 0.0255 -0.296
C -0.222253 4.846055 -0.152680 -0.0178 -0.0068 0.0021 -0.039
H -1.599487 6.477006 0.096835 -0.0038 0.0175 -0.0057 0.113
N -1.062728 0.022092 2.676251 -0.0746 -0.0659 0.3133 -0.120
O 3.567888 0.274367 1.361285 -0.2169 -0.0013 0.0061 0.000
H -0.861984 -4.659723 -4.764669 -0.0025 -0.0118 -0.0195 0.100
N -0.751984 -0.269532 4.782861 0.0301 -0.0406 0.1366 -0.065
C -2.165079 3.245829 0.874832 -0.0284 0.0110 0.0127 -0.111
Ge 1.473447 0.257984 -2.286488 -0.0619 0.0300 -0.0936 0.744
N -4.546676 0.328090 -0.557108 -0.1440 -0.0002 -0.0961 -0.060
N -4.802742 0.209974 0.761182 0.1457 -0.0079 0.1143 0.051
H 1.871685 2.803780 -2.319029 -0.0224 0.0480 -0.0297 0.010
H 0.578218 5.439545 -0.570080 0.0154 0.0080 -0.0134 0.112
N -2.635703 0.144202 0.392211 -0.2362 -0.0332 0.0148 -0.166
C 4.771257 0.654414 2.028054 0.0248 0.0041 0.0544 -0.030
C 2.407066 0.838074 1.680723 0.0984 -0.1377 0.0790 -0.533
H -2.920609 2.575156 1.261498 -0.0320 -0.0068 0.0400 0.099
C 2.637662 -1.197318 -1.693109 -0.0314 0.0167 0.0040 -0.201
C 2.480906 1.938542 -2.058843 -0.0181 -0.0565 0.0091 -0.224
Tc -0.608441 0.223036 0.588187 -0.0650 0.2275 -0.2094 1.376
C -3.613192 0.094728 1.314072 -0.0492 -0.0798 0.1889 -0.500
H 0.822580 -3.938850 1.508848 0.0170 -0.0569 0.0241 0.037
C -2.232269 -0.093948 3.307235 -0.1775 -0.0355 -0.1297 -0.490
H 2.156078 -0.054270 -4.741138 0.0530 -0.0007 -0.0190 0.017
N -2.084449 -0.267911 4.607603 -0.0172 -0.0005 -0.1496 0.051
H -0.929082 -0.319261 -2.051186 -0.0536 -0.0262 0.0590 -0.036
N -3.297755 0.292634 -0.796023 0.1923 0.0427 -0.2692 -0.045
H 0.702745 1.852260 3.621605 0.0754 0.0689 -0.0725 0.058
H 0.651663 -0.911822 -4.381624 -0.0300 -0.0498 -0.0123 0.012
C 0.233757 -4.496977 -2.929301 0.0237 0.0013 -0.0098 -0.090
H 1.124243 -4.140351 -1.022870 0.0448 -0.0156 0.0375 0.093
O 1.422590 0.470280 1.031920 -0.1242 0.0857 -0.2071 -0.120
H -4.276797 -0.122574 3.226244 0.0416 -0.0115 -0.0232 0.152
H -2.116624 -4.023338 1.317823 -0.0131 -0.0407 0.0045 0.040
H -0.693307 1.378588 -1.766130 -0.0284 0.0025 0.0180 -0.007
H 1.004745 -5.192147 -3.235593 0.0199 -0.0147 -0.0030 0.101
C -1.431346 5.415488 0.216745 0.0147 -0.0021 0.0020 -0.049
H 0.630236 0.835341 -4.633738 -0.0301 0.0384 -0.0241 0.019
C -0.813907 -4.200491 -3.786008 -0.0087 -0.0107 -0.0261 -0.093
C -0.055635 3.484713 0.018335 0.0043 0.0839 -0.0684 -0.156
H 3.212495 1.993588 3.148539 -0.0691 0.0575 -0.1141 0.133
C -1.740854 -2.729390 -2.128220 0.0063 0.0103 0.0138 -0.117
H -2.524805 -2.041557 -1.831119 -0.0286 0.0421 0.0040 0.084
H 0.872266 -2.416987 2.406416 -0.0165 0.0168 0.0649 0.014
C 0.295212 -3.900244 -1.676707 0.0276 0.0432 -0.0054 -0.117
N -3.442153 -0.058712 2.665902 -0.0491 0.1074 0.0607 0.154
H 2.630198 -1.327754 -0.614816 0.0063 0.0248 0.0426 -0.019
N -0.137981 -0.114447 3.669809 0.2819 0.1375 -0.0356 -0.094
Si -0.659247 -2.260560 0.473305 0.0681 -0.1564 -0.0501 0.546
C 0.860326 -2.852351 1.406607 -0.0473 0.0176 -0.0201 -0.211
H -3.105893 -2.645200 0.844683 -0.0548 0.0165 -0.0619 0.026
N 2.384236 1.785643 2.616402 0.1637 0.0850 0.0700 0.045
H -2.630923 -3.087537 -4.042789 -0.0214 0.0107 -0.0113 0.104
H -2.236716 -2.622828 2.384292 0.0018 0.0041 0.0719 0.019
H -3.384309 4.995532 1.026031 -0.0048 -0.0035 0.0016 0.113
H 0.863509 2.997249 -0.279046 0.0617 -0.0298 0.0053 0.080
H 0.659884 2.645704 2.202497 0.1391 0.1133 0.0818 0.039
H 2.860125 2.064023 -1.043902 0.0014 0.0021 0.0782 -0.002
C -2.421704 4.599813 0.735626 -0.0169 -0.0319 0.0015 -0.035
C 1.205450 0.011741 -4.212838 -0.0102 0.0136 0.0575 -0.215
C -1.805744 -3.317016 -3.381610 -0.0024 -0.0011 0.0014 -0.081
N -1.001182 2.693964 0.531540 0.0643 -0.0189 0.0648 -0.020
H 2.333640 -2.128148 -2.166246 -0.0170 -0.0611 -0.0096 0.005
H 4.723220 0.397827 3.087604 0.0083 0.0136 0.0067 0.105
H 3.658034 -0.969823 -2.005666 0.0370 -0.0011 -0.0079 0.024
C -0.319536 0.384972 -1.484877 0.2214 -0.0730 0.0391 -0.458
H 5.557260 0.075429 1.555109 -0.0027 0.0080 0.0110 0.104
H 4.971520 1.718178 1.890056 0.0123 -0.0020 0.0030 0.102
H 1.793835 -2.586456 0.913028 0.0272 0.0071 -0.0417 0.007
C -2.180862 -2.933144 1.341910 0.0866 0.0163 0.0062 -0.198
```
Forces are in eV/Å.

As for the total charge: 0. As for the spin multiplicity: 4.

=====

F_max: 1.85 4.52 0.39 (eV/A)
Electronic energy: -56376.8986 -86864.5196 -110895.8040 (eV)